Computed, not measured: the molecule C2H2OS at a distorted geometry, with ωB97M-V/def2-TZVPD.

## Properties
Total energy, eV: -14979.3166
Spin multiplicity: 3
Energy relative to the best compared isomer or geometry (same formula, charge and spin), kcal per mole: 151.7
HOMO (spin up / spin down), eV: -7.217 / -9.028

```
6
C2H2OS | the Open Molecules 2025 dataset | ωB97M-V/def2-TZVPD
C 0.253 0.063 -0.454
C -0.087 0.502 -1.688
O -1.094 0.568 -0.241
S 1.006 -0.725 1.428
H -1.151 1.373 0.142
H 1.073 -1.782 0.813
```